The following is a DFT calculation (ωB97M-V with the def2-TZVPD basis set) of 7 unconnected molecules or ions with the total composition H14O7 at a distorted geometry.

Geometry as XYZ:
```
21
Properties=species:S:1:pos:R:3:forces:R:3:nbo_charge:R:1
O -0.35036 3.45000 -1.45063 -2.16 1.46 1.02 -0.927
O 1.72796 -1.56336 -1.25184 2.52 -0.10 0.88 -0.947
O 2.49385 1.54829 1.28232 0.25 2.10 0.57 -0.957
O 4.24831 -1.76824 0.59717 -0.17 -2.55 -1.39 -0.918
O -0.68275 0.03777 -0.41171 1.20 -1.14 0.20 -0.940
O -4.42687 -0.22136 1.74760 1.21 0.71 0.01 -0.925
O -3.30205 -2.10062 -1.11417 -1.30 0.88 1.66 -0.957
H -3.26440 -3.05865 -0.95931 -0.22 0.62 0.27 0.467
H -0.94475 0.91536 -0.20680 -0.62 1.38 -0.03 0.473
H -5.35762 -0.17717 1.78226 -2.00 -0.64 -0.02 0.460
H -4.26545 0.72098 1.89190 0.77 -0.15 -0.08 0.466
H 0.50301 3.81584 -1.28227 1.25 0.10 0.03 0.464
H 4.73473 -2.63111 0.62857 -0.90 0.92 -0.35 0.464
H 2.97888 0.89198 0.79327 0.52 -0.22 -0.43 0.485
H 1.84438 -2.22951 -1.91096 -0.07 -0.53 -0.59 0.468
H -0.92410 4.15881 -1.01327 0.87 -1.60 -1.00 0.463
H 0.85943 -1.26545 -1.28695 -2.63 0.65 -0.46 0.477
H 0.20718 0.02349 -0.01500 -0.39 -0.10 -0.06 0.468
H -3.81492 -1.65641 -0.33949 1.50 -1.46 -1.87 0.489
H 3.00803 2.41240 1.28977 -0.81 -2.00 -0.22 0.473
H 4.72753 -1.30303 1.22956 1.17 1.68 1.84 0.454
```
Positions in Å, forces in eV/Å.

Computed properties:
HOMO energy = -10.58 eV
lowest unoccupied orbital energy = 0.5 eV
HOMO-LUMO gap = 11.11 eV
relative energy (zero: lowest compared OMol25 entry of this formula, charge and spin) = 260.7 kJ/mol
E = -535.02456 Eh
total charge = 0